Computed, not measured: a structure of composition C33H80F3Na2O19S in a non-equilibrium geometry, with ωB97M-V/def2-TZVPD.

Its charge is +1. As for the HOMO-LUMO gap: 7.55 eV.

Last column: Mulliken charge in e.
Element x y z (Å)
H: -1.467605 0.745000 3.377371  -0.29
H: 1.693291 3.024718 -0.039491  -0.15
O: 4.294682 0.528606 3.917362  -0.18
C: 5.243025 0.897698 2.928334  -0.57
O: -0.834073 -1.752379 1.730432  0.06
C: 0.748135 -4.242418 -2.453409  -0.33
C: 5.300361 -2.430477 1.347184  -0.77
C: -3.166745 6.283210 -0.478941  -0.55
H: 2.316395 6.472074 -4.777835  0.23
C: -1.612528 -9.192581 -2.613707  -0.83
O: -4.309779 -2.395950 -3.336014  -0.29
H: -3.633728 4.219688 -0.463991  0.21
C: -0.712794 -7.305774 -3.699746  -0.82
H: 2.280860 3.390840 -1.611620  0.05
H: -3.675349 0.182189 -3.830593  0.32
H: -3.825110 -4.367349 -3.776580  0.13
H: 1.745434 2.857285 1.734748  0.08
H: 0.581336 -3.528975 -3.277664  0.29
H: -2.640539 0.648904 -0.304666  -0.24
C: 7.696732 2.240819 0.142868  -0.91
H: -2.700212 6.183457 -1.473887  0.36
H: -3.565639 -1.023452 0.178456  -0.50
H: 5.812151 0.026021 1.021017  0.46
O: -1.515903 -7.776977 -2.647875  -0.16
H: -3.633786 -1.087021 1.924953  -0.47
H: -5.080391 -1.487220 0.924709  0.48
H: 0.227550 1.876515 -0.369134  0.02
H: 4.755160 2.297852 4.953874  0.39
O: 0.269578 3.394535 -1.802883  -0.56
C: 1.103762 -1.475434 0.045935  0.30
F: 1.232811 -2.812863 0.162142  -0.17
H: 6.025027 3.420903 -1.290826  0.49
O: -0.077611 0.503733 1.314144  0.09
H: -2.380023 -9.576567 -3.297135  0.29
H: 0.844673 3.164019 -4.337419  0.45
H: 8.004866 1.194730 0.143338  0.24
C: 5.691113 3.380969 -0.238874  -1.09
H: 0.969123 0.787383 4.797025  0.05
H: -3.016157 -1.955808 -4.915308  0.57
C: -4.640599 -3.635108 -3.894391  -0.69
H: -2.349859 9.282080 0.285011  0.23
C: 2.243190 5.398155 -4.927759  -0.79
O: 1.814182 4.874515 -3.689079  -0.27
Na: -1.795062 -3.670948 2.677515  0.97
H: -4.759086 -3.553280 -4.984659  0.37
H: -0.649438 -9.677421 -2.805807  0.36
C: 1.682618 3.452352 -3.698443  -1.09
H: -1.451443 -6.968079 0.065829  0.18
H: 8.205601 2.729191 0.981746  0.31
O: -1.772569 4.549655 0.312385  -0.28
H: -5.374694 -0.607258 5.495521  0.30
H: -5.547497 -3.981689 -3.412636  0.26
H: -1.290959 0.611370 -1.464291  0.11
C: -0.527828 -5.831231 -3.572230  -0.04
H: -3.203850 -2.955561 -1.000787  -0.17
C: -1.135173 -5.930100 -0.058282  -0.22
H: -3.745375 -0.209699 3.944912  0.02
H: -3.562714 1.470532 4.549332  0.36
O: 1.328817 -1.015021 2.597880  -0.37
C: -3.768492 -3.518863 -0.249296  -0.05
O: 3.591712 3.130573 0.882333  -0.45
Na: 3.180165 -1.514256 3.953020  0.97
C: -3.301277 -4.971000 -0.215155  -0.45
H: 2.298671 1.548039 0.702809  0.50
O: -3.418808 -0.067130 5.957089  -0.34
C: 3.902854 1.667018 4.700519  -0.85
H: 6.261991 0.898286 3.334684  0.36
H: -4.022951 -5.642789 0.257897  0.36
C: 0.035248 2.953203 -0.489153  -0.48
O: 6.304687 2.262755 0.350662  -0.09
H: -2.699228 1.599479 -1.856113  0.48
C: 0.236146 1.581404 4.994244  -0.41
H: -1.994590 -0.087634 -3.753685  0.39
H: -0.970083 -5.709686 -1.114325  -0.31
C: -2.380199 0.680167 -1.358710  -0.43
H: 3.968607 2.379680 -1.001750  0.30
H: -0.543096 3.182897 1.107631  -0.33
H: 0.598697 3.529095 0.255729  0.96
H: 5.004521 1.866027 2.503001  0.41
C: 2.267826 2.641035 0.807707  0.05
F: 0.398504 -1.181228 -1.020851  -0.08
H: -1.923171 -9.479972 -1.606227  0.23
C: 5.120087 -0.162326 1.842323  0.15
C: 1.519851 2.976366 -2.281381  0.04
H: -1.212930 -7.558724 -4.650121  0.40
C: -3.212754 0.433361 4.666302  -0.27
H: -5.164771 0.842824 6.574418  0.29
C: -3.098168 4.932120 0.184006  -0.41
H: -4.826273 -3.503960 -0.544095  0.39
H: 1.750565 -4.072571 -2.074520  0.26
O: -2.540112 7.249851 0.307296  -0.32
H: 5.159395 -3.410837 1.795614  0.31
H: -1.429918 -5.391111 -3.121596  -0.07
H: -1.428736 -0.686579 4.362074  -0.04
H: 8.001695 2.714038 -0.792140  0.39
H: 0.201926 2.309782 4.178561  0.16
H: -1.200154 8.379832 -0.691331  0.26
C: -3.993143 -1.580729 1.024515  0.79
H: -4.224297 6.539781 -0.653837  0.39
H: 6.271039 -2.307861 0.865675  0.31
H: 1.600855 1.876694 -2.310711  0.04
C: -3.075512 -1.881033 -3.821734  -0.04
H: -4.835418 -0.775104 7.206358  0.24
H: 3.222493 5.013885 -5.240683  0.31
H: 5.990444 4.322980 0.233224  0.40
H: 4.527310 -2.321796 0.574384  0.27
H: 2.662495 3.061204 -4.022364  0.43
O: 0.640276 -5.577455 -2.836822  -0.46
O: 5.128942 -1.464204 2.378730  -0.39
C: -1.732540 0.383352 4.374335  0.67
H: 3.175275 2.262541 4.141598  0.20
H: 4.122771 0.039386 1.414961  -0.33
C: -4.807292 -0.157128 6.313567  -0.73
H: 1.507376 5.169142 -5.708923  0.31
H: 3.413587 1.329474 5.614227  0.30
S: 0.299018 -0.849489 1.579530  -0.23
H: -3.648814 4.972911 1.136736  0.35
H: -2.125349 2.489790 0.682247  0.61
H: -0.182707 -5.789479 0.454962  0.30
F: 2.338902 -0.962897 -0.073708  -0.14
H: -0.463932 -5.360509 -4.565503  0.52
H: 3.841521 4.139174 -0.897610  0.52
H: -1.024912 3.077336 -0.257044  0.22
O: -3.553961 -2.933924 1.002624  -0.30
C: 4.203120 3.247808 -0.367012  -0.22
C: -2.257262 8.451389 -0.407524  -0.76
H: -2.268945 -2.487143 -3.379278  -0.10
H: 0.259717 -7.810508 -3.747482  0.38
H: -2.041183 3.537232 2.079091  0.73
O: -2.963473 -0.474959 -1.952696  -0.21
H: -0.017554 -3.989492 -1.706908  -0.02
H: 0.542089 2.118024 5.897658  0.43
O: -2.057218 -4.991487 0.475458  -0.02
O: -1.020589 1.070475 5.394229  -0.44
C: -1.609574 3.379100 1.078809  -1.44
C: -2.946182 -0.475574 -3.332965  -0.95
H: -3.145201 -5.294191 -1.250759  0.19
H: -2.875962 8.561766 -1.294887  0.36

Forces on the atoms, in the same order (eV/Å):
-0.303 0.344 0.001
2.813 -0.458 1.232
-0.288 0.551 0.955
0.572 -1.164 -0.477
0.136 -0.440 0.276
-0.322 0.816 -0.118
-0.544 0.088 -0.126
-0.131 -0.298 -0.648
-0.015 0.054 -0.200
-0.213 -0.035 0.390
0.089 0.315 -0.153
-0.066 -0.012 0.042
-0.475 -0.687 -0.953
-0.009 -0.168 -0.988
-0.433 -0.131 0.554
-0.110 -0.045 0.339
-0.032 0.238 0.152
0.113 -0.288 -0.156
0.021 0.255 -0.022
0.306 -0.230 0.631
0.123 0.172 0.172
-0.071 -0.390 0.167
0.395 -0.338 0.252
0.184 -0.420 0.502
-0.103 -0.269 0.163
0.023 -0.234 0.241
0.297 0.284 0.004
0.085 -0.120 0.029
-0.008 -0.449 -0.176
0.418 -0.213 1.028
0.029 0.254 -0.201
0.119 0.282 0.140
0.076 0.299 -0.091
0.221 0.137 -0.180
0.095 -0.274 -0.055
0.073 0.010 -0.105
0.276 0.216 -1.062
-0.142 0.041 -0.250
-0.049 0.155 0.052
0.587 -0.127 -0.537
-0.265 0.140 -0.074
-0.318 -0.059 0.172
0.013 -0.380 0.106
-0.245 0.358 -1.053
-0.360 0.026 0.101
-0.053 0.101 -0.134
1.197 1.135 0.439
-0.163 0.053 -0.058
0.079 0.136 -0.157
0.102 0.163 0.751
-0.191 0.049 0.091
-0.096 -0.125 -0.087
-0.074 0.145 0.112
-0.141 0.376 -0.646
-0.058 -0.050 -0.014
0.312 0.170 -0.143
0.047 0.248 -0.096
-0.147 -0.113 0.156
0.334 -0.352 0.148
0.107 -0.606 -0.659
0.176 0.174 0.808
0.106 0.469 -0.573
0.225 0.640 -0.120
-0.068 -0.045 0.009
-0.509 -0.300 0.207
-0.329 -0.104 -0.200
-0.139 0.126 0.252
0.038 0.028 0.102
-1.860 -0.160 -2.722
-0.436 -0.100 -0.068
-0.228 0.054 0.191
-0.108 0.155 1.217
0.076 -0.167 0.420
-0.064 -0.357 0.227
0.402 -0.493 -0.593
0.117 -0.068 0.134
-1.249 -0.026 2.374
-1.794 0.525 -1.009
-0.012 0.132 -0.145
1.692 -0.870 -0.246
-0.148 -0.062 -0.489
0.020 0.128 -0.047
-1.302 1.547 -0.318
-0.382 0.320 -0.471
0.051 0.231 0.023
0.126 0.201 -0.222
-0.294 -0.076 -0.202
-1.059 0.321 -0.204
0.019 0.169 0.083
-0.009 -0.057 0.213
-0.306 0.321 0.102
0.366 -0.071 -0.001
0.102 -0.022 0.252
0.027 0.250 0.175
-0.097 -0.028 -0.065
-0.194 -0.262 -0.228
-0.132 0.271 -0.335
0.220 0.531 -0.638
0.049 -0.042 0.052
0.107 -0.219 0.134
-0.027 -0.031 0.285
-0.508 -0.733 0.545
-0.175 -0.100 -0.035
-0.028 -0.091 0.108
-0.076 -0.073 0.240
0.050 0.120 0.085
-0.401 -0.323 -0.455
0.023 -0.199 0.040
0.250 -0.401 0.076
0.571 -0.778 0.279
0.108 0.062 -0.069
0.079 -0.285 -0.163
1.151 0.329 0.037
0.103 0.130 -0.068
0.147 -0.134 -0.006
-0.432 -0.234 0.391
0.349 -0.080 0.098
-0.113 0.211 0.131
-0.042 0.019 0.070
-0.189 -0.009 -0.221
0.193 -0.091 0.036
0.118 0.026 0.035
2.199 -0.725 -3.801
-0.326 0.325 1.076
0.122 -0.144 0.071
0.917 -0.719 0.463
0.113 0.031 -0.178
0.048 0.076 0.275
0.040 0.193 0.091
-0.212 0.359 0.739
0.236 0.013 0.131
0.382 0.030 -0.247
0.133 -0.184 0.497
-0.270 0.018 -0.881
-2.183 0.579 3.990
0.921 0.551 -1.627
-0.123 -0.103 0.072
-0.167 0.164 0.030